Formula: C27H41F9FeOP2
Source: the OMol25 dataset
Level of theory: the ωB97M-V functional and the def2-TZVPD basis

Results
Largest force on an atom ... 2.9 eV Å⁻¹
Net charge ... +1
Spin multiplicity ... 6
Frontier orbital gap (alpha / beta) ... 8.07 / 6.14 eV

Geometry as XYZ:
```
81
Properties=species:S:1:pos:R:3:forces:R:3:mulliken_spin:R:1
Fe 0.091395 -0.296374 -0.411826 -0.364 1.561 1.406 4.109
C -0.896288 -1.825034 0.647509 0.251 -0.107 1.363 -0.009
C 0.423297 -2.245651 0.238746 0.049 -0.117 1.390 0.169
C 0.654568 -0.420966 1.674924 0.580 -1.500 0.357 0.273
C -0.749287 -0.688446 1.528032 -0.027 -1.684 0.285 0.234
C 1.384231 -1.376831 0.878540 -0.501 -0.464 1.145 -0.058
C -2.170347 -2.493924 0.273136 -0.436 -0.144 -0.131 0.016
H -2.108465 -2.964987 -0.718908 -0.067 0.164 0.261 0.004
H -3.003212 -1.776770 0.274207 0.175 -0.264 -0.037 0.001
H -2.415720 -3.291514 0.991563 0.052 0.240 -0.178 0.002
C -1.820409 -0.012033 2.298608 -0.354 0.481 -0.026 -0.010
H -2.810225 -0.220879 1.874042 0.213 0.113 0.137 0.007
H -1.659022 1.077085 2.301417 -0.116 -0.384 0.024 0.008
H -1.823729 -0.364315 3.343956 0.078 0.067 -0.339 0.011
C 1.233797 0.525132 2.652471 0.181 0.594 0.163 0.002
H 1.333397 0.047449 3.643471 -0.097 0.007 -0.376 0.013
H 0.597435 1.410110 2.764583 0.281 -0.351 -0.067 0.005
H 2.236912 0.855277 2.354117 -0.251 0.006 0.078 0.006
C 2.863880 -1.504798 0.787764 0.461 0.006 -0.026 0.013
H 3.248482 -2.173712 1.573415 -0.125 0.197 -0.186 0.002
H 3.352328 -0.529116 0.923127 -0.077 -0.300 -0.077 -0.001
H 3.180097 -1.934717 -0.175006 -0.072 0.184 0.267 0.005
C 0.741468 -3.435131 -0.585038 0.049 -0.169 -0.466 0.002
H 0.901456 -4.323199 0.042034 -0.037 0.228 -0.058 0.013
H 1.652774 -3.276480 -1.169336 -0.084 -0.118 0.044 0.001
H -0.078501 -3.662797 -1.271729 0.135 -0.073 0.038 0.004
C -1.733181 1.388502 -6.225880 -0.391 -0.437 -0.012 0.001
C -1.810206 0.055485 -6.348591 -0.587 0.652 -0.210 0.001
C -1.042681 -0.784031 -7.327738 0.129 -0.281 -0.066 0.000
C 0.409356 -0.340684 -7.637901 0.000 -0.363 -0.326 0.000
C 1.195626 0.119889 -6.441315 0.315 0.395 0.296 0.002
C 1.238573 1.375358 -5.968127 0.419 -0.537 -0.574 0.001
C 0.519751 2.549442 -6.573413 -0.126 0.404 0.113 0.000
C -0.911088 2.289484 -7.101980 0.075 0.370 -0.042 0.000
H -1.602726 -0.832685 -8.279235 0.170 -0.113 0.317 0.000
H 0.413878 0.400837 -8.450958 0.121 -0.212 0.394 0.000
H -0.998907 -1.814269 -6.932619 -0.121 0.308 -0.176 0.000
H -0.878331 1.928141 -8.140268 -0.114 0.077 0.423 0.000
H -2.360065 1.919198 -5.496621 0.110 -0.401 -0.173 -0.001
H -2.576506 -0.498578 -5.790106 0.301 0.369 -0.102 -0.001
H -1.417443 3.268332 -7.116850 0.168 -0.326 -0.213 0.000
H 0.452278 3.340608 -5.806815 0.124 -0.193 -0.282 0.000
H 1.937947 1.639926 -5.164429 -0.243 -0.232 -0.229 -0.001
H 1.118640 2.963041 -7.405594 -0.115 -0.064 0.382 0.000
H 0.921228 -1.238510 -8.022466 -0.154 0.404 -0.086 0.000
H 1.825309 -0.663443 -5.997965 -0.221 0.394 0.075 0.000
P -1.248276 0.197521 -2.046521 -1.531 1.011 -2.309 -0.069
C -2.783972 1.093700 -2.008385 -0.671 0.265 -0.113 0.032
C -1.400216 -1.094142 -3.304181 -0.088 -0.219 -0.159 0.034
P 1.509985 0.665109 -1.766033 1.531 1.385 -1.687 -0.046
C 0.054860 1.362707 -2.669479 0.048 -0.230 0.109 0.100
C 2.410862 -0.377851 -2.940095 0.309 -0.101 -0.214 0.038
C 2.542391 2.015297 -1.213482 0.432 0.367 -0.153 0.028
H -2.755725 1.848582 -1.209555 0.018 -0.218 -0.255 -0.015
H -3.595379 0.379006 -1.816362 0.086 0.260 -0.029 -0.001
H -2.938171 1.577101 -2.982308 -0.118 -0.063 0.247 0.002
H -1.386077 -0.626558 -4.292380 0.023 -0.145 0.226 0.014
H -2.359084 -1.609482 -3.155170 0.239 0.067 -0.046 0.005
H -0.593043 -1.834813 -3.250995 -0.115 0.168 0.080 -0.016
H 2.641769 2.733974 -2.040045 0.136 -0.042 0.369 0.006
H 3.527502 1.606179 -0.947182 -0.218 0.235 -0.019 0.002
H 2.063344 2.485837 -0.339637 0.088 -0.095 -0.330 -0.016
H -0.144036 2.374025 -2.285936 -0.001 -0.239 0.059 0.012
H 0.175882 1.360016 -3.761880 -0.118 -0.047 0.248 -0.013
H 3.439688 -0.475951 -2.568536 -0.203 -0.052 -0.170 0.003
H 2.415083 0.053350 -3.949497 0.090 -0.142 0.338 0.000
H 1.960557 -1.378636 -2.978435 0.103 0.243 -0.048 -0.011
F -0.287340 5.361568 2.855837 -0.149 -1.312 -0.179 0.000
C -0.304365 4.029960 2.550690 0.098 0.494 0.381 0.002
F 0.927204 3.547175 2.867869 -0.933 0.282 -0.181 0.000
F -1.210834 3.432784 3.386705 0.845 0.307 -0.691 0.000
C -0.643412 3.731633 1.007715 -0.362 1.211 0.525 0.050
O -0.263855 2.547678 0.595150 0.305 -0.771 -0.368 0.034
C -2.208686 3.966983 0.847612 -0.545 0.514 0.135 -0.005
F -2.691293 5.014508 1.574516 0.362 -1.001 -0.699 0.000
F -2.515458 4.201251 -0.463189 0.151 -0.192 0.704 0.000
F -2.928591 2.871989 1.206273 0.536 0.489 -0.184 -0.001
C 0.045860 4.951745 0.218093 -0.133 0.572 -0.066 0.001
F -0.650316 6.128561 0.295528 0.809 -1.163 -0.120 0.000
F 1.306913 5.194870 0.672762 -0.883 -0.308 -0.494 0.000
F 0.146765 4.644604 -1.101814 0.101 0.082 0.591 0.000
```
Positions in Å, forces in eV/Å.